Density functional theory data (ωB97M-V with the def2-TZVPD basis set) for 4 unconnected molecules or ions with the total composition C20H23F13NO6.

Each line ends with the Löwdin charge.
Positions of all 63 atoms, in Å:
1 F 2.5278 4.7426 -1.8170  0.044
2 C 2.4433 4.7472 -3.1680  -0.351
3 F 3.3076 5.6646 -3.6459  0.052
4 C 2.7175 3.3141 -3.6727  -0.620
5 F 2.8236 3.4202 -5.1026  -0.028
6 F 4.0163 2.9873 -3.2415  0.016
7 N 1.7557 2.5411 -3.2280  0.023
8 C 2.1450 1.1520 -3.1300  -0.280
9 C 0.9803 0.2255 -2.8049  -0.068
10 C 0.2962 0.4216 -1.4598  -0.474
11 F 0.1150 1.6704 -1.1118  0.166
12 F -0.9807 -0.0790 -1.6013  0.076
13 C 0.8819 -0.3939 -0.2858  -0.368
14 F -0.0264 -0.3486 0.7037  0.136
15 F 0.9508 -1.6743 -0.6259  0.157
16 C 2.2264 0.1270 0.3143  -0.353
17 F 2.5918 1.3133 -0.1007  0.205
18 F 2.0693 0.2250 1.6511  0.123
19 C 3.4210 -0.8564 0.1345  -0.627
20 F 3.2592 -1.8619 0.9663  0.188
21 F 4.5408 -0.2692 0.4707  0.203
22 F 3.5575 -1.2757 -1.0877  0.217
23 H 1.4064 4.9936 -3.3926  0.141
24 H 3.0027 0.9809 -2.4566  0.095
25 H 2.5087 0.8291 -4.1114  0.093
26 H 0.2149 0.3660 -3.5654  0.113
27 H 1.2886 -0.8202 -2.8597  0.121
28 O 0.8262 -0.6427 7.7067  0.107
29 C 0.6071 -0.8387 6.5445  -0.483
30 O -0.3111 -1.7371 6.1095  0.009
31 C -0.2642 -1.8196 4.6685  -0.159
32 C 0.3614 -0.5161 4.2125  -0.142
33 C 1.3050 -0.1928 5.3645  -0.068
34 H 0.3393 -2.6894 4.3914  0.130
35 H -1.2680 -1.9468 4.2804  0.094
36 H 0.8519 -0.5908 3.2468  0.091
37 H -0.4066 0.2561 4.1406  0.130
38 H 2.2834 -0.6592 5.2357  0.132
39 H 1.4145 0.8771 5.5188  0.126
40 O 1.1794 1.1661 -5.7768  0.138
41 C 0.2946 1.2649 -6.5609  -0.454
42 O 0.0734 0.3758 -7.5841  0.014
43 C -1.0018 0.8435 -8.4078  -0.179
44 C -1.8027 1.7929 -7.5279  -0.166
45 C -0.7230 2.3840 -6.6259  -0.065
46 H -0.5771 1.3470 -9.2808  0.121
47 H -1.5916 -0.0076 -8.7454  0.117
48 H -2.3619 2.5361 -8.0960  0.109
49 H -2.5145 1.2257 -6.9247  0.114
50 H -0.2505 3.2604 -7.0711  0.133
51 H -1.0963 2.6211 -5.6336  0.128
52 O -3.3160 -1.3113 4.8527  0.126
53 C -3.7820 -2.2011 5.5000  -0.470
54 O -5.1114 -2.3235 5.7512  0.029
55 C -5.3407 -3.4290 6.6390  -0.162
56 C -4.1216 -4.3251 6.4856  -0.155
57 C -3.0196 -3.3139 6.1873  -0.080
58 H -5.4461 -3.0415 7.6551  0.125
59 H -6.2644 -3.9302 6.3566  0.122
60 H -3.9298 -4.9442 7.3605  0.115
61 H -4.2545 -4.9882 5.6284  0.118
62 H -2.5641 -2.9205 7.0961  0.134
63 H -2.2578 -3.7238 5.5313  0.119

Calculated values
HOMO energy, Ha: -0.124
Frontier orbital gap, Ha: 0.197
LUMO energy, eV: 2.0
Charge: -1
Relative energy (zero: lowest compared OMol25 entry of this formula, charge and spin), kcal per mole: 9.3



Density functional theory data (ωB97M-V with the def2-TZVPD basis set) for a molecular structure, C23H26N5O11SV.

Each line ends with the Löwdin charge.
Positions of all 67 atoms, in Å:
1 V -0.2873 -0.2379 -1.1477  1.137
2 C 2.6104 2.0934 3.2337  -0.045
3 N 2.5724 1.0137 2.2671  -0.124
4 C 3.8497 0.5636 1.7426  -0.028
5 C 1.4369 0.6719 1.6107  -0.396
6 O 1.4574 -0.0938 0.6546  0.025
7 C 0.1564 1.3543 2.0506  -0.128
8 O -0.9054 0.8025 1.3462  -0.131
9 C -1.9743 0.2824 2.1000  -0.082
10 C -1.5248 -0.9114 2.9313  -0.403
11 O -0.3301 -1.1205 3.1180  0.057
12 N -2.5102 -1.6644 3.4753  -0.136
13 C -3.9188 -1.5311 3.0990  -0.028
14 C -2.1497 -2.9160 4.1094  -0.047
15 H 3.5483 2.0297 3.7831  0.087
16 H 1.8022 2.0117 3.9570  0.087
17 H 2.5614 3.0785 2.7582  0.096
18 H 4.4787 0.2075 2.5604  0.089
19 H 4.3688 1.3744 1.2210  0.088
20 H 3.6756 -0.2468 1.0422  0.088
21 H 0.2463 2.4191 1.7827  0.151
22 H 0.0239 1.2906 3.1304  0.126
23 H -2.7298 -0.0207 1.3816  0.111
24 H -2.4084 1.0459 2.7586  0.149
25 H -4.2041 -0.4872 2.9937  0.090
26 H -4.5218 -1.9507 3.9052  0.088
27 H -4.1448 -2.0538 2.1679  0.079
28 H -1.0838 -2.9169 4.3151  0.078
29 H -2.3908 -3.7594 3.4554  0.098
30 H -2.7045 -3.0324 5.0431  0.083
31 O -1.4595 3.5964 -1.2357  0.054
32 C -1.6487 2.3972 -1.3395  -0.534
33 O -0.6099 1.5757 -1.4772  -0.198
34 C -2.9938 1.7816 -1.3108  -0.068
35 C -4.0814 2.6541 -1.4919  0.035
36 C -5.3481 2.1531 -1.3467  -0.168
37 C -5.6047 0.8359 -0.9765  0.054
38 C -4.5374 -0.0477 -0.7752  -0.102
39 C -3.1859 0.4195 -0.9970  -0.247
40 O -2.1921 -0.3940 -0.7942  -0.169
41 N -4.8321 -1.3169 -0.2855  -0.400
42 O -6.0295 -1.5268 0.1197  -0.117
43 O -3.9663 -2.2654 -0.2811  -0.111
44 N -6.4848 3.0552 -1.5605  -0.362
45 O -6.2572 4.2189 -1.8577  0.033
46 O -7.6119 2.6099 -1.4263  0.045
47 H -3.9007 3.6923 -1.7182  0.119
48 H -6.6070 0.4790 -0.8157  0.107
49 C -1.0132 -3.1404 -1.5196  -0.149
50 O -0.2072 -1.9958 -1.3338  -0.398
51 H -1.1299 -3.3461 -2.5870  0.077
52 H -2.0018 -2.9655 -1.0864  0.056
53 H -0.5324 -3.9981 -1.0434  0.073
54 S 4.0963 -0.7454 -2.7143  1.074
55 C 2.4095 -0.9419 -2.4534  -0.425
56 N 1.7825 0.0752 -1.9745  -0.026
57 C 2.6515 1.1549 -1.7794  -0.285
58 C 2.2929 2.4163 -1.2969  0.011
59 C 3.2893 3.3577 -1.1483  -0.068
60 C 4.6230 3.0687 -1.4735  -0.097
61 C 4.9814 1.8340 -1.9679  -0.099
62 C 3.9755 0.8784 -2.1218  -0.475
63 H 1.9091 -1.8850 -2.6264  0.087
64 H 1.2529 2.6341 -1.0891  0.102
65 H 3.0318 4.3454 -0.7880  0.106
66 H 5.3801 3.8320 -1.3455  0.100
67 H 6.0071 1.6111 -2.2311  0.105

Calculated values
HOMO energy (alpha / beta), Ha: -0.075 / -0.186
Frontier orbital gap (alpha / beta), Ha: 0.141 / 0.253
⟨S²⟩: 3.79
LUMO energy (alpha / beta), eV: 1.8 / 1.8
Spin multiplicity: 4
Charge: -1
Relative energy (zero: lowest compared OMol25 entry of this formula, charge and spin), kcal per mole: 7.4



Density functional theory data (ωB97M-V with the def2-TZVPD basis set) for a molecular structure, C15H18MgN7.

Each line ends with the Löwdin charge.
Positions of all 41 atoms, in Å:
1 Mg -0.0041 -0.5460 -0.3647  0.626
2 C -1.2609 0.3839 2.0442  -0.170
3 C -2.4092 -0.1691 1.2102  -0.165
4 N -2.1414 -0.0312 -0.2455  -0.091
5 C -2.3886 1.3270 -0.7862  -0.102
6 C -1.1546 1.9521 -1.4126  -0.222
7 C -1.1858 3.0361 -2.2697  0.014
8 C 0.0244 3.5628 -2.7029  -0.005
9 C 1.2265 3.0229 -2.2641  0.014
10 C 1.1794 1.9389 -1.4074  -0.222
11 C 2.4042 1.2992 -0.7771  -0.102
12 N 2.1380 -0.0546 -0.2342  -0.091
13 C 2.3970 -0.1925 1.2231  -0.165
14 C 1.2497 0.3733 2.0498  -0.170
15 N -0.0079 -0.3434 1.7467  -0.096
16 N 0.0088 1.4248 -1.0245  0.081
17 H -1.5216 0.3407 3.1037  0.138
18 H -1.0890 1.4359 1.8023  0.122
19 H -3.3390 0.3314 1.4911  0.132
20 H -2.5434 -1.2334 1.4130  0.137
21 H -2.7126 -0.7010 -0.7469  0.135
22 H -2.7037 1.9800 0.0327  0.137
23 H -3.2152 1.3133 -1.4961  0.140
24 H -2.1268 3.4571 -2.5963  0.130
25 H 0.0306 4.4025 -3.3853  0.127
26 H 2.1737 3.4334 -2.5863  0.130
27 H 2.7271 1.9499 0.0407  0.137
28 H 3.2315 1.2730 -1.4858  0.140
29 H 2.7037 -0.7322 -0.7314  0.135
30 H 3.3303 0.2993 1.5078  0.132
31 H 2.5198 -1.2578 1.4283  0.137
32 H 1.0891 1.4261 1.8039  0.122
33 H 1.5041 0.3305 3.1108  0.138
34 H -0.0125 -1.2436 2.2184  0.146
35 N -0.0106 -2.4856 -0.8240  0.091
36 C -0.0134 -3.5987 -0.4636  -0.180
37 C -0.0183 -4.8882 -0.0029  -0.273
38 C -1.2787 -5.4920 0.2495  -0.233
39 N -2.3152 -5.9369 0.4833  0.141
40 C 1.2400 -5.4788 0.2901  -0.233
41 N 2.2745 -5.9090 0.5579  0.140

Calculated values
HOMO energy, Ha: -0.387
Frontier orbital gap, Ha: 0.262
LUMO energy, eV: -3.4
Charge: +1
Relative energy (zero: lowest compared OMol25 entry of this formula, charge and spin), kcal per mole: 9.2



Density functional theory data (ωB97M-V with the def2-TZVPD basis set) for 10 unconnected molecules or ions with the total composition C34H84BN6O20.

Each line ends with the Löwdin charge.
Positions of all 145 atoms, in Å:
1 O 16.1575 -19.0821 -0.9057  0.154
2 C 16.1955 -19.8869 -0.0347  -0.352
3 O 15.2394 -20.2002 0.8503  0.186
4 B 15.5900 -21.4226 1.5892  -0.903
5 O 16.8169 -21.9041 0.9385  0.252
6 C 17.2445 -21.0339 0.0753  -0.382
7 O 18.2291 -21.1210 -0.6044  0.137
8 O 14.5510 -22.4392 1.4838  0.236
9 C 14.1987 -22.8684 2.6778  -0.373
10 O 13.3490 -23.6472 2.9870  0.154
11 C 15.0527 -22.0966 3.7198  -0.372
12 O 15.7517 -21.2026 3.0510  0.223
13 O 15.0623 -22.3295 4.8895  0.131
14 C 25.3954 -23.3041 1.8174  -0.074
15 C 24.3297 -22.3339 1.2767  -0.442
16 C 23.1646 -22.0908 2.2346  -0.225
17 O 22.1303 -21.5949 1.4368  -0.177
18 C 20.8581 -21.6149 2.0591  -0.089
19 N 24.9620 -21.0942 0.8360  0.049
20 H 25.7559 -22.9406 2.7822  0.075
21 H 26.2375 -23.3514 1.1251  0.066
22 H 24.9767 -24.3141 1.7897  0.073
23 H 23.9172 -22.8328 0.3957  0.123
24 H 23.5272 -21.4624 3.0629  0.127
25 H 22.9135 -23.0239 2.7565  0.122
26 H 20.0963 -21.2697 1.3670  0.072
27 H 20.8868 -20.9497 2.9305  0.078
28 H 20.5847 -22.5955 2.4646  0.088
29 H 25.7709 -21.2762 0.2492  0.050
30 H 25.4641 -20.7586 1.6645  0.070
31 C 9.6522 -23.8098 0.9991  -0.055
32 C 10.7387 -23.3699 -0.0182  -0.417
33 C 11.0607 -21.8942 -0.0076  -0.182
34 O 9.9704 -21.2328 -0.6729  -0.171
35 C 10.3961 -20.4430 -1.7608  -0.123
36 N 11.8760 -24.2674 0.2393  0.050
37 H 9.3917 -24.8645 0.9125  0.069
38 H 8.7013 -23.2868 0.8737  0.071
39 H 10.0048 -23.6492 2.0201  0.071
40 H 10.4290 -23.6546 -1.0279  0.135
41 H 12.0773 -21.6861 -0.3549  0.114
42 H 11.0432 -21.4654 1.0012  0.108
43 H 10.9732 -19.5192 -1.6253  0.084
44 H 9.5329 -20.1103 -2.3392  0.090
45 H 11.0412 -21.0804 -2.3775  0.050
46 H 12.2471 -24.1033 1.1705  0.036
47 H 12.6023 -23.9859 -0.4139  0.035
48 C 12.8456 -20.0937 -3.8353  -0.081
49 C 13.7617 -21.1014 -3.1646  -0.430
50 C 13.5113 -22.5358 -3.6760  -0.185
51 O 14.5702 -23.4243 -3.4528  -0.185
52 C 14.9487 -23.7984 -2.1584  -0.090
53 N 15.1437 -20.6588 -3.3583  0.063
54 H 13.2022 -19.7955 -4.8192  0.080
55 H 12.6869 -19.2199 -3.2036  0.075
56 H 11.8542 -20.5466 -3.9651  0.058
57 H 13.5955 -21.0960 -2.0789  0.115
58 H 13.2408 -22.3712 -4.7236  0.124
59 H 12.6056 -23.0057 -3.2743  0.122
60 H 15.8989 -24.3325 -2.1985  0.095
61 H 14.2283 -24.4795 -1.6973  0.082
62 H 15.1674 -22.9344 -1.5215  0.080
63 H 15.7819 -21.4487 -3.3901  0.068
64 H 15.5710 -20.0204 -2.7009  0.041
65 C 20.5236 -22.9310 -2.7069  -0.069
66 C 21.5953 -22.1581 -1.8677  -0.402
67 C 22.8858 -22.1706 -2.7084  -0.215
68 O 24.0300 -21.7117 -2.0206  -0.193
69 C 25.2018 -21.8711 -2.7974  -0.120
70 N 21.0875 -20.8229 -1.5508  0.058
71 H 20.5282 -22.5459 -3.7293  0.064
72 H 19.5584 -22.7690 -2.2329  0.062
73 H 20.7225 -24.0063 -2.6894  0.071
74 H 21.6515 -22.7953 -0.9828  0.124
75 H 22.7319 -21.6349 -3.6554  0.124
76 H 23.0644 -23.2179 -2.9957  0.118
77 H 25.9729 -21.4945 -2.1187  0.073
78 H 25.2060 -21.2161 -3.6704  0.086
79 H 25.4932 -22.9094 -2.9769  0.085
80 H 20.7112 -20.3760 -2.4067  0.043
81 H 20.1424 -21.0577 -1.2308  0.017
82 C 13.5462 -19.4777 6.0049  -0.057
83 C 12.6193 -20.4181 6.7693  -0.401
84 C 11.4835 -21.0180 5.9184  -0.224
85 O 10.6728 -20.0554 5.2880  -0.179
86 C 9.8496 -20.6354 4.2950  -0.100
87 N 13.3475 -21.5576 7.3535  0.052
88 H 13.9336 -19.7843 5.0274  0.059
89 H 14.4555 -19.3422 6.6003  0.072
90 H 13.2430 -18.4540 5.7628  0.073
91 H 12.0594 -19.9381 7.5754  0.133
92 H 10.9149 -21.7874 6.4512  0.128
93 H 12.0411 -21.6470 5.2028  0.119
94 H 9.4442 -21.5704 4.6905  0.088
95 H 10.4278 -20.8518 3.3876  0.071
96 H 9.1066 -19.9001 3.9905  0.088
97 H 13.6683 -22.2362 6.6700  0.023
98 H 14.2238 -21.1155 7.6226  0.066
99 C 16.3870 -16.6881 5.2959  -0.081
100 C 17.5741 -17.1411 4.4378  -0.406
101 C 17.6945 -18.6514 4.4365  -0.214
102 O 18.2676 -19.0247 5.6656  -0.168
103 C 18.5190 -20.3932 5.8001  -0.113
104 N 17.3722 -16.5438 3.0948  0.045
105 H 15.3894 -16.7430 4.8533  0.072
106 H 16.5085 -15.6118 5.4692  0.072
107 H 16.3925 -17.1287 6.2976  0.076
108 H 18.4110 -16.6769 4.9628  0.136
109 H 18.2735 -19.1570 3.6445  0.125
110 H 16.7247 -19.0811 4.1333  0.114
111 H 19.1669 -20.7358 4.9715  0.075
112 H 17.7561 -21.1773 5.8060  0.085
113 H 19.1972 -20.4320 6.6556  0.090
114 H 17.0142 -15.6201 3.3333  0.061
115 H 16.5217 -16.9048 2.6640  0.047
116 C 19.1366 -17.8988 -4.8060  -0.249
117 C 18.5121 -18.8293 -3.7830  -0.224
118 O 19.2899 -19.9860 -3.5098  -0.085
119 O 20.2195 -17.1994 -4.2171  -0.055
120 H 18.4253 -17.2839 -5.3629  0.116
121 H 19.5359 -18.5116 -5.6293  0.114
122 H 17.6042 -19.2032 -4.2831  0.110
123 H 18.1543 -18.2941 -2.9067  0.126
124 H 19.2021 -20.5331 -4.2962  0.091
125 H 21.0642 -17.5846 -4.4483  0.081
126 C 15.3024 -25.4862 8.0667  -0.250
127 C 15.1537 -24.6939 6.7696  -0.256
128 O 13.8302 -24.5346 6.2852  -0.089
129 O 15.3958 -24.6535 9.2080  -0.066
130 H 16.2678 -25.9896 7.9838  0.112
131 H 14.5312 -26.2629 8.0845  0.121
132 H 15.7447 -25.1481 5.9687  0.118
133 H 15.5243 -23.6966 7.0295  0.105
134 H 13.8757 -23.9735 5.5005  0.036
135 H 14.4852 -24.4131 9.4203  0.090
136 C 13.8292 -17.9625 1.6481  -0.201
137 C 12.8406 -18.8810 2.3396  -0.208
138 O 11.5733 -18.8603 1.6659  -0.071
139 O 13.4042 -16.5887 1.7927  -0.076
140 H 13.7323 -18.1000 0.5723  0.122
141 H 14.8103 -18.0985 2.0906  0.101
142 H 12.5785 -18.6726 3.3830  0.112
143 H 13.1754 -19.9206 2.3548  0.108
144 H 10.9793 -18.2233 2.0657  0.080
145 H 12.4448 -16.5574 1.7987  0.062

Calculated values
HOMO energy, Ha: -0.235
Frontier orbital gap, Ha: 0.315
LUMO energy, eV: 2.2
Charge: -1
Relative energy (zero: lowest compared OMol25 entry of this formula, charge and spin), kcal per mole: 10.8



no.,calculated total energy (eV)
1,-70217.4308
2,-90767.5447
3,-31719.3266
4,-87188.3712